Formula: C35H32N5O3PRhS3
Source: the Open Molecules 2025 dataset
Level of theory: ωB97M-V/def2-TZVPD

multiplicity	5
net charge	+1
lowest unoccupied orbital energy (alpha / beta)	-0.098 / -0.180	hartree
largest force on an atom	0.87	eV/A
gap between HOMO and LUMO (alpha / beta)	6.58 / 6.58	eV

Geometry as XYZ:
```
80
Properties=species:S:1:pos:R:3:forces:R:3
Rh -2.50138 -1.60412 1.94682 -0.3992 -0.1566 -0.0262
S 1.29003 -2.22716 -2.64095 -0.1124 -0.0314 -0.1813
S -1.10015 -0.66722 0.37049 0.4179 -0.1693 0.7429
S -2.00494 0.58256 -1.20409 -0.6238 0.1835 -0.2605
P 1.97625 -2.23282 -0.81888 -0.0235 -0.0165 -0.0768
O -5.76029 -2.18569 4.31788 0.0512 0.0624 0.0242
O -3.74125 -4.23446 4.80766 -0.0476 -0.0304 -0.0536
O -2.51651 3.37912 -0.18995 0.1949 -0.0542 -0.1540
N -3.67668 -2.44011 3.33250 0.1916 0.1428 -0.1119
N -0.67675 2.94425 -1.47817 -0.0893 -0.1802 0.0225
N -1.61731 -3.49267 2.06750 -0.1269 0.2100 -0.0472
N -3.81727 -0.01404 2.28307 0.1347 -0.2816 -0.0046
N 0.37532 1.01060 -2.18182 -0.3559 -0.2474 -0.2730
C 3.16662 -0.92993 -0.45227 0.0705 0.0726 0.0494
C 3.75678 -5.11414 1.41118 -0.0251 -0.0262 -0.0163
C -4.86387 -0.38796 3.04968 0.0568 -0.0217 0.0716
C 1.06911 1.98625 -4.36605 -0.0030 0.0010 0.0337
C -1.26057 5.24566 -0.99139 -0.1390 -0.2947 0.0378
C -1.61196 7.47398 -0.15911 -0.0078 -0.0412 0.0129
C -0.17382 -5.28916 1.48113 -0.0211 0.1070 -0.0310
C -0.72862 -6.07306 2.47817 -0.0188 -0.0242 0.0447
C -5.91610 0.46047 3.31095 0.0264 0.0793 -0.0318
C 5.12709 0.33450 -1.03781 0.0162 0.0389 0.0049
C -3.77670 1.22433 1.79140 -0.0636 0.0136 -0.0534
C 2.51447 -4.95692 -1.07551 -0.0409 -0.0033 -0.0345
C -1.57428 3.78430 -0.83852 -0.0989 0.2739 0.1397
C -1.73891 -5.54657 3.27024 0.0640 0.0107 -0.0012
C -3.29807 -3.65921 3.84950 0.0766 -0.0928 -0.0217
C 2.18541 2.74215 -5.07071 0.0457 0.0305 -0.0551
C -0.47349 5.75694 -2.02020 0.0357 0.0517 -0.0312
C -2.16340 -4.25664 3.03398 -0.0185 0.0524 0.0311
C -5.88881 1.74185 2.77400 -0.0519 -0.0548 0.0402
C 2.99669 -6.17283 -0.61390 0.0047 0.0021 0.0300
C 4.97748 1.09644 0.11527 -0.0002 -0.0002 0.0022
C 3.01576 -0.15985 0.69599 -0.0699 0.0300 0.0718
C -0.82571 7.97938 -1.18484 0.0094 0.0330 -0.0294
C 2.66231 -3.81246 -0.29494 0.0733 -0.0146 0.1091
C -0.64495 -3.99873 1.30782 0.0677 -0.0701 0.0140
C 3.27628 -3.89794 0.95658 0.0209 0.0177 0.0076
C -0.25706 7.12268 -2.11678 -0.0266 -0.0131 0.0537
C -4.80155 2.13003 2.01310 0.0718 -0.0321 -0.0335
C 3.61720 -6.25239 0.62582 0.0093 -0.0075 0.0159
C 4.22595 -0.67609 -1.32403 -0.0062 -0.0572 -0.0458
C -1.83469 6.11048 -0.06566 0.0292 0.0687 0.0020
C -0.74203 1.57814 -1.67973 0.5633 0.1715 -0.1735
C 3.92357 0.85038 0.98181 0.0258 0.0123 -0.0189
C 1.43579 1.68669 -2.91728 0.0605 0.0554 0.1555
C -4.83728 -1.77680 3.66316 -0.1299 0.0385 -0.0055
H -6.70670 2.42668 2.95288 -0.0020 0.0014 0.0079
H 0.13460 3.38999 -1.87116 0.0018 0.0609 0.0314
H -2.05420 8.14428 0.56528 -0.0055 0.0004 -0.0014
H 0.86456 1.04129 -4.87426 -0.0040 0.0007 -0.0066
H -0.38115 -7.08479 2.63805 0.0060 -0.0060 -0.0024
H -2.91996 1.48761 1.19205 -0.0164 0.0659 -0.0335
H 2.18030 -0.33778 1.36292 -0.0101 -0.0246 -0.0039
H 5.95002 0.52867 -1.71243 0.0157 -0.0069 -0.0056
H -4.73022 3.11154 1.56891 0.0181 0.0322 0.0097
H 0.61394 -5.65265 0.83589 0.0176 -0.0205 0.0222
H 0.27561 0.01992 -2.40648 0.1479 0.1461 0.1484
H 5.68691 1.88242 0.33717 0.0059 0.0086 0.0013
H 2.03258 -4.88889 -2.04246 0.0091 0.0095 -0.0026
H 3.38769 -3.01302 1.57247 0.0117 0.0135 -0.0187
H 3.80613 1.44422 1.87819 -0.0056 0.0066 0.0073
H 0.13892 2.56238 -4.39339 -0.0032 0.0020 -0.0138
H 4.24147 -5.17436 2.37617 0.0076 -0.0057 0.0078
H -6.72459 0.09510 3.92838 -0.0037 0.0063 -0.0026
H 3.13093 2.20162 -5.00432 0.0014 -0.0271 0.0013
H 4.34066 -1.27103 -2.22196 -0.0050 -0.0011 -0.0031
H 2.89400 -7.05814 -1.22693 0.0047 -0.0059 -0.0120
H 1.96297 2.88478 -6.12676 -0.0267 0.0007 -0.0022
H -0.04783 5.11614 -2.78397 -0.0262 -0.0188 -0.0176
H 2.33979 3.72935 -4.63051 -0.0041 0.0024 0.0273
H -2.45242 5.69993 0.72048 -0.0096 -0.0122 0.0034
H -2.21051 -6.10180 4.06864 -0.0179 -0.0048 -0.0058
H 0.34511 7.51877 -2.92268 -0.0013 -0.0022 -0.0148
H -0.66508 9.04609 -1.26528 0.0223 0.0024 0.0070
H 3.99975 -7.20089 0.97875 -0.0034 -0.0066 0.0011
H 2.30592 1.03101 -2.86258 0.0094 -0.0141 -0.0543
H 1.73341 2.60156 -2.39494 0.0367 -0.0364 0.0244
H -0.24031 -3.34227 0.55078 0.0109 -0.0047 -0.0453
```
Positions in Å, forces in eV/Å.